# 1
Below is C4H13NO2 as an isolated structure in a non-equilibrium geometry, with properties calculated with ωB97M-V/def2-TZVPD.

Atoms and positions in Å:
C 0.92361 2.40696 0.01821
C 0.63109 -1.53662 1.22735
C 0.66546 -1.53242 -1.21279
N 0.47473 -0.77165 0.00613
O 1.85285 1.54888 0.02668
H 0.74087 3.00728 0.92763
H 0.74465 2.99341 -0.90096
H -0.36946 1.76370 0.01390
H -0.14549 -2.30160 1.26402
H 0.57583 -0.86576 -2.06910
H 0.51474 -0.87373 2.08306
H 1.61408 -2.02324 1.28631
H 1.64922 -2.02025 -1.24377
H -0.11118 -2.29641 -1.27550
C -2.28528 0.38712 -0.03403
O -1.79816 -0.78285 -0.02409
H 1.06841 0.08768 0.01552
H -2.75010 0.75068 -0.96662
H -1.22155 1.30324 -0.02457
H -2.77431 0.75558 0.88260

* E_LUMO (alpha / beta): -0.0539 / -0.0539 Ha
* E_HOMO (alpha / beta): -8.35 / -8.35 eV
* Kohn-Sham gap (alpha / beta): 0.2531 / 0.2530 Ha
* maximum force: 0.051 hartree/bohr

Charges computed using Mulliken, reported in e: -0.12 -1.00 -1.00 0.06 -0.56 0.29 0.29 -0.22 0.33 0.29 0.29 0.34 0.34 0.33 -0.39 -0.34 0.26 0.33 0.15 0.33

=====

# 2
Below is a 3-piece molecular cluster, C4H13NO2 overall in a non-equilibrium geometry, with properties calculated with ωB97M-V/def2-TZVPD.

Atoms and positions in Å:
C 1.90369 1.10098 -1.08598
C 0.78941 1.81902 -1.30348
C -0.33096 1.93730 -0.30722
N -0.84259 0.64678 0.17782
C -1.50675 0.74902 1.45833
H 2.93824 1.41145 -0.95300
H 1.84077 0.11860 -0.60536
H 0.67902 2.45628 -2.17511
H 0.05034 2.43801 0.58801
H -1.15915 2.52702 -0.69514
H -0.16705 -0.10150 0.22052
H -2.53182 1.11988 1.37034
H -1.80398 -0.28294 1.70785
H -1.00396 1.14701 2.34701
O -1.73184 -2.71110 0.23130
H -2.45757 -3.31086 0.44765
H -2.25765 -1.95416 -0.06538
O 2.04774 -2.10102 0.22544
H 2.15634 -2.98026 0.60512
H 1.19925 -2.19100 -0.23265

* E_LUMO: 0.0245 Ha
* E_HOMO: -8.41 eV
* Kohn-Sham gap: 0.3337 Ha
* maximum force: 0.048 hartree/bohr

Charges computed using Mulliken, reported in e: -0.53 -0.25 -0.25 -0.25 -1.08 0.25 0.01 0.31 0.27 0.33 0.21 0.36 0.32 0.35 -0.63 0.31 0.32 -0.66 0.31 0.30

=====

# 3
Below is a 3-piece molecular cluster, C4H13NO2 overall in a non-equilibrium geometry, with properties calculated with ωB97M-V/def2-TZVPD.

Atoms and positions in Å:
C 2.19818 0.62952 -0.16195
C 1.05777 1.16851 -0.65939
C -0.23796 0.49550 -0.50454
C -1.01538 0.92974 0.81686
N -2.08474 -0.07722 1.23651
H 2.43876 -0.18537 0.59254
H 3.17187 1.13014 -0.46276
H 1.03150 2.00324 -1.42397
H -0.84009 0.59078 -1.36381
H -0.19450 -0.70793 -0.46334
H -1.72060 1.86731 0.56091
H -0.38615 1.15146 1.63611
H -3.02443 0.06334 0.60968
H -1.71432 -1.08549 1.10388
O -2.64226 0.36924 -3.95394
H -2.39325 0.26744 -4.88530
H -3.55240 0.77468 -3.90777
O 3.08587 -2.67482 3.31752
H 2.92110 -3.65849 3.25940
H 3.29123 -2.56562 4.23442

* E_LUMO: 0.0271 Ha
* E_HOMO: -8.74 eV
* Kohn-Sham gap: 0.3483 Ha
* maximum force: 0.096 hartree/bohr

Charges computed using Mulliken, reported in e: -0.62 -0.26 -0.30 -0.53 -0.61 0.24 0.23 0.26 0.21 0.25 0.25 0.37 0.26 0.26 -0.63 0.32 0.32 -0.63 0.32 0.31

=====

# 4
Below is a 3-piece molecular cluster, C4H13NO2 overall in a non-equilibrium geometry, with properties calculated with ωB97M-V/def2-TZVPD.

Atoms and positions in Å:
C 1.58504 -0.92915 2.03782
C 0.27596 -1.12144 1.32710
C -0.05089 -0.69833 0.10764
C -1.24924 -1.44061 -0.52044
N -1.00198 -1.45415 -1.94576
H 1.98962 -1.93105 2.20696
H 2.38204 -0.34755 1.58154
H 1.40768 -0.51413 3.03824
H -0.39683 -1.77862 1.86292
H 0.46203 -0.03329 -0.56503
H -1.35326 -2.46841 -0.16192
H -2.24121 -1.04601 -0.25112
H -0.67911 -0.58177 -2.34284
H -1.70530 -1.69353 -2.62658
O 2.11483 3.07198 -0.76294
H 1.57223 3.83046 -0.47311
H 2.75532 2.98443 -0.04623
O -2.13069 1.80667 -1.10197
H -1.34869 1.65916 -0.56520
H -2.38755 2.68534 -0.79905

* E_LUMO: 0.0183 Ha
* E_HOMO: -8.54 eV
* Kohn-Sham gap: 0.3320 Ha
* maximum force: 0.055 hartree/bohr

Charges computed using Mulliken, reported in e: -1.16 -0.23 -0.35 -0.25 -0.68 0.29 0.31 0.31 0.32 0.39 0.39 0.25 0.20 0.21 -0.63 0.32 0.32 -0.61 0.31 0.30

=====

Number 1: E_tot -9937.9457 eV. Number 2: E_tot -9941.1038 eV. Number 3: E_tot -9941.4613 eV. Number 4: E_tot -9942.5535 eV.